1.
9
Properties=species:S:1:pos:R:3:forces:R:3:nbo_charge:R:1 method="wB97M-V/def2-TZVPD" multiplicity=3 fmax_ev_per_a=2.83 total_charge=0 lumo_ev="-0.74 / -3.64" s_squared=2.012 gap_ev="8.23 / 7.64"
C 1.471134 -0.111236 0.738267 1.4 0.8 0.3 -0.159
N 2.420054 0.560740 0.803967 -1.0 -0.9 0.1 -0.221
N 0.219323 0.446311 -1.580213 0.4 0.2 -0.1 -0.582
N -1.136779 -0.145724 1.093451 -1.0 0.4 2.6 0.258
O -2.135024 0.057581 0.420541 0.6 0.1 0.2 -0.356
O -1.031023 0.100249 2.318429 -0.1 -0.2 -2.4 -0.352
P 0.129278 -1.164979 0.355759 0.6 -0.7 0.5 0.790
H -0.715392 0.317075 -1.895120 -1.3 0.2 -0.6 0.312
H 0.778428 -0.060018 -2.255079 0.5 0.1 -0.5 0.309

---

2.
25
Properties=species:S:1:pos:R:3:forces:R:3:nbo_charge:R:1 method="wB97M-V/def2-TZVPD" multiplicity=5 fmax_ev_per_a=4.08 total_charge=+1 lumo_ev="-2.92 / -7.19" s_squared=6.022 gap_ev="7.45 / 5.18"
C 1.875590 -0.449446 -1.686260 3.9 -0.2 -1.0 -0.773
Pd -0.029204 -0.590009 -1.250563 -1.6 -0.6 0.0 0.910
N -1.927044 0.327890 -0.874156 -1.0 1.3 0.7 -0.999
N -0.645528 -0.154530 -3.366622 -0.6 0.2 -0.7 -1.032
H -1.840935 1.303714 -0.642283 0.2 0.7 0.0 0.400
H -0.985083 -1.886845 -1.125893 -0.2 -1.1 -0.4 -0.175
H 2.287109 -0.989010 -0.789586 -0.2 0.6 -0.9 0.229
H 2.355429 0.522925 -1.912008 -0.3 -0.6 0.3 0.230
H 1.823542 -1.092369 -2.607977 0.1 0.4 0.8 0.215
H -0.923620 0.821042 -3.487126 0.1 -0.3 -0.1 0.393
H -1.435196 -0.749113 -3.630781 0.3 0.2 -0.1 0.403
H 0.117665 -0.331882 -4.013731 -0.1 0.0 0.0 0.403
H -2.633870 0.284327 -1.580097 -0.4 -0.2 -0.8 0.394
H -2.380345 -0.048657 -0.060575 -0.1 -0.6 0.5 0.404
Cl 0.509441 2.518761 0.080145 0.0 -0.3 0.0 0.051
C 0.484179 1.207815 1.221758 0.5 1.0 1.6 -0.109
C 0.203337 -0.082539 0.812430 -0.5 0.8 0.7 -0.152
C -0.068938 -1.030849 1.771067 0.1 -0.6 1.9 -0.088
Cl -0.726363 -2.554092 1.323859 -0.1 0.0 0.3 0.119
C 0.223441 -0.789668 3.140261 0.0 -0.4 -0.7 -0.103
Cl -0.036528 -2.035921 4.287327 0.1 0.2 0.0 0.112
C 0.696186 0.473638 3.544808 -0.5 -0.6 -0.2 -0.023
Cl 1.031196 0.766439 5.188879 0.0 0.0 -0.4 0.159
C 0.785322 1.496580 2.577778 0.0 0.0 -1.1 -0.089
Cl 1.240216 3.061798 3.079347 0.0 0.0 -0.1 0.121

---

3.
35
Properties=species:S:1:pos:R:3:forces:R:3:nbo_charge:R:1 method="wB97M-V/def2-TZVPD" multiplicity=1 fmax_ev_per_a=8.63 total_charge=0 lumo_ev=0.13 gap_ev=9.02
C -3.580010 20.742960 4.165260 -0.3 -0.8 -0.3 -0.271
Cl -2.298810 21.561550 5.076290 -0.3 -3.3 -4.2 0.046
Cl -5.195980 21.505850 4.465430 1.0 -0.4 -0.9 0.004
Cl -3.571280 18.995500 4.674800 -0.1 3.2 -5.3 -0.002
H -3.379070 20.792700 3.095090 0.1 0.3 0.3 0.239
C -6.160000 22.311230 8.646220 -2.6 2.4 2.1 -0.301
Cl -7.091170 20.809620 8.814470 -1.1 1.5 -0.4 0.049
Cl -6.690860 23.397960 9.977990 0.2 -0.1 0.2 -0.018
Cl -6.582580 23.190130 7.146800 0.2 -0.3 0.2 0.013
H -5.087670 22.135850 8.732690 -1.2 0.9 0.9 0.250
C -3.829780 16.468600 6.951930 -0.9 0.8 -0.3 -0.283
Cl -3.696590 15.921190 5.291760 0.0 -1.0 -0.2 0.022
Cl -5.385920 16.010230 7.702390 0.0 -0.9 -1.1 0.007
Cl -3.793740 18.250830 6.818280 -2.5 -7.9 2.5 0.077
H -2.979070 16.091010 7.519220 -0.3 0.1 0.1 0.233
C -2.359010 23.693020 6.960410 -0.1 -0.1 0.7 -0.445
Cl -0.879720 23.258240 7.802650 1.7 7.0 -2.2 0.000
Cl -2.088970 23.849040 5.261430 0.9 6.3 0.1 0.034
H -2.973290 22.800580 7.080030 -0.4 0.5 0.0 0.209
H -2.801620 24.569870 7.432990 0.1 -0.1 -0.4 0.245
C -4.314880 17.691530 9.923620 -0.4 -0.8 0.7 -0.422
Cl -5.802060 18.622240 9.632250 1.3 -1.3 0.6 -0.019
Cl -2.896290 18.563490 9.364700 0.8 -1.0 3.8 0.010
H -4.259050 17.454620 10.986090 0.2 0.5 0.0 0.232
H -4.338070 16.728230 9.414090 -0.1 0.6 0.2 0.221
C 0.755950 21.801310 9.009910 0.7 -0.9 0.4 -0.410
Cl 0.728320 22.884510 10.404020 0.4 0.1 -0.1 -0.015
Cl 1.593060 20.289720 9.382980 0.0 -0.3 0.1 -0.035
H -0.281270 21.559700 8.777730 2.3 -0.4 0.9 0.187
H 1.226280 22.180070 8.102470 0.3 0.4 0.6 0.227
C -3.010810 20.352400 7.320400 -0.2 0.2 1.4 -0.462
Cl -4.741280 20.958270 7.384720 4.8 -3.4 -2.5 -0.046
Cl -1.917910 21.278800 8.322360 -4.6 -4.7 0.4 0.003
H -2.954520 19.357310 7.761660 0.2 2.7 0.0 0.214
H -2.647530 20.329100 6.292990 -0.4 -0.4 1.6 0.206

---

4.
75
Properties=species:S:1:pos:R:3:forces:R:3:mulliken_charge:R:1 method="wB97M-V/def2-TZVPD" multiplicity=1 fmax_ev_per_a=2.99 total_charge=0 lumo_ev="-1.50 / -1.50" gap_ev="5.84 / 5.83"
Pd 1.511946 0.762611 0.510686 1.1 0.8 -0.7 0.812
C -0.264098 -4.074664 0.865722 0.3 0.0 -0.3 -1.103
C 0.141922 -4.139463 -0.603599 -0.4 -0.6 0.3 0.399
C -1.052198 -4.283819 -1.535383 0.4 0.0 0.1 -1.140
O 0.980701 -3.037521 -0.931940 0.1 1.0 -0.3 -0.587
P 0.687952 -1.544324 -1.405777 -0.6 -1.7 -0.2 0.940
O 1.966176 -0.844778 -1.475532 0.1 0.2 -0.2 -0.941
C -0.614953 -0.833645 -0.331453 1.0 0.5 -0.7 0.693
P -0.711894 0.925177 -0.823282 -2.9 0.0 0.6 -0.194
O 0.453843 1.641119 -1.339494 1.3 0.3 0.3 -0.800
O -1.346519 1.515460 0.541570 0.2 -0.8 -0.7 0.015
C -1.364340 2.938760 0.763142 -0.1 0.9 0.3 0.689
C -2.672426 3.302003 1.453539 0.2 -0.2 -0.3 -1.679
C -0.153878 3.303672 1.609225 0.0 -0.2 -0.4 -0.904
O -1.813279 1.059505 -1.954711 0.6 0.0 0.1 -0.155
C -3.186671 0.691887 -1.847352 -0.7 -0.1 0.0 0.820
C -3.458476 -0.457398 -2.810180 0.2 0.2 0.3 -1.184
C -4.014157 1.923594 -2.193970 0.3 -0.2 0.2 -1.548
O -0.186670 -1.611759 -2.746845 0.1 0.0 1.0 0.052
C 0.405510 -1.548791 -4.051958 0.3 0.0 -0.9 0.441
C 1.547311 -2.545943 -4.190100 -0.3 0.1 0.1 -1.323
C 0.859234 -0.127761 -4.342069 -0.2 -0.1 0.1 -1.161
H -0.620385 -5.049024 1.187900 -0.1 -0.1 0.1 0.536
H -1.050189 -3.342904 1.035392 -0.1 0.1 0.0 0.170
H 0.598424 -3.803899 1.470996 0.0 0.0 0.1 0.181
H 0.804335 -5.004753 -0.737788 -0.1 0.2 0.0 0.411
H -1.727139 -3.437334 -1.438137 -0.2 0.1 0.0 0.182
H -1.589258 -5.196001 -1.290640 -0.1 -0.1 0.1 0.523
H -0.720468 -4.343122 -2.567885 0.0 0.0 -0.1 0.211
H -0.308964 -0.926110 0.718219 -0.1 0.0 0.0 -1.214
H -1.577552 -1.319797 -0.478842 -0.1 0.0 0.0 0.905
H -1.305245 3.442235 -0.209056 0.0 0.0 0.1 0.481
H -2.727965 2.827532 2.428546 0.0 -0.1 0.2 0.341
H -3.530770 2.988048 0.865538 -0.1 0.0 -0.1 0.341
H -2.724115 4.377699 1.591015 0.0 0.1 0.0 0.431
H -0.196010 2.769132 2.559855 0.1 0.0 0.0 0.167
H -0.122522 4.370574 1.809247 0.0 0.1 0.0 0.578
H 0.760271 3.025890 1.065926 -0.2 0.2 0.3 -0.016
H -3.392272 0.388373 -0.810544 0.0 0.0 -0.1 0.300
H -3.302424 -0.118391 -3.831010 0.0 0.0 -0.1 0.302
H -4.484057 -0.794280 -2.696091 -0.1 -0.1 0.0 0.433
H -2.775461 -1.284468 -2.630532 0.0 -0.1 0.0 0.151
H -3.733380 2.273569 -3.185043 0.0 0.0 -0.1 0.334
H -3.826503 2.722684 -1.480553 0.0 0.1 0.0 0.317
H -5.070572 1.675728 -2.185265 -0.2 0.0 0.0 0.406
H -0.424670 -1.828732 -4.718593 0.2 0.1 0.1 0.347
H 2.348835 -2.268512 -3.509548 0.2 0.0 0.0 0.296
H 1.916929 -2.535823 -5.212023 0.1 0.0 -0.1 0.501
H 1.214324 -3.552423 -3.946418 0.0 -0.1 0.0 0.261
H 1.682853 0.132992 -3.683508 0.1 0.1 0.0 0.260
H 0.045607 0.569224 -4.154918 -0.1 0.1 -0.1 0.142
H 1.180058 -0.045877 -5.377611 0.0 0.0 -0.1 0.537
Se 3.430646 2.205249 -0.386725 -0.6 -0.8 1.0 -0.101
C 3.762367 3.322595 1.120366 -0.1 0.0 0.2 0.343
C 4.558423 4.464250 0.997062 -0.2 -0.4 -0.2 -0.472
C 4.718218 5.286485 2.095772 0.0 0.0 -0.1 -0.345
N 4.182810 5.040616 3.281336 0.2 0.4 0.4 -0.600
C 3.466195 3.936922 3.411676 -0.2 -0.1 0.0 -0.553
C 3.207860 3.061264 2.374250 -0.1 -0.2 -0.1 -0.138
H 5.014643 4.690549 0.046704 0.1 0.2 -0.1 0.366
H 5.294176 6.200253 2.031008 0.1 0.0 -0.1 0.340
H 3.067170 3.757137 4.402342 -0.1 -0.1 0.0 0.371
H 2.583714 2.182186 2.525969 0.2 0.2 0.0 0.401
Se 2.675568 -0.645267 1.981419 1.0 0.0 0.2 -0.404
C 1.293224 -1.380856 3.058756 -0.4 0.3 -0.2 0.354
C 1.529323 -2.555913 3.772712 0.2 0.3 -0.3 -0.793
C 0.497129 -3.183963 4.438663 0.0 0.0 0.1 -0.478
C -0.785981 -2.660316 4.391226 -0.1 -0.1 0.1 -0.663
C -1.021707 -1.475937 3.711603 -0.1 -0.1 0.1 -0.647
C 0.015834 -0.819379 3.074304 0.2 0.2 -0.1 -0.108
H 2.528567 -2.964766 3.776874 0.1 -0.1 0.0 0.408
H 0.691608 -4.094147 4.985413 0.0 -0.1 0.1 0.383
H -1.593549 -3.170062 4.895812 -0.1 0.0 0.0 0.395
H -2.022481 -1.070815 3.676504 -0.1 0.1 0.1 0.423
H -0.150505 0.147764 2.588084 -0.1 -0.3 0.1 0.559

---

5.
42
Properties=species:S:1:pos:R:3:forces:R:3:nbo_charge:R:1 method="wB97M-V/def2-TZVPD" multiplicity=1 fmax_ev_per_a=15.87 total_charge=-6 lumo_ev=10.26 gap_ev=3.04
Cd 0.128863 0.376001 0.807819 0.7 0.2 -0.6 1.792
Cd 0.275253 -3.691779 -1.212631 0.4 1.7 -0.6 1.700
N -2.605377 -0.235469 -1.497701 2.4 1.0 -0.5 0.729
O -2.796707 0.192041 -2.666981 0.8 0.4 2.2 -0.476
O -1.698847 0.239921 -0.642021 -2.2 -0.3 -2.6 -0.659
O -3.221567 -1.229469 -1.152451 -1.0 -1.6 1.1 -0.562
N 3.143493 -3.991109 -0.021661 7.1 1.7 6.3 0.729
O 2.290483 -3.422539 -0.601831 -4.1 2.1 -2.9 -0.578
O 3.534613 -5.105749 -0.223381 -0.7 -4.6 -2.2 -0.567
O 3.846873 -3.375799 0.863029 -1.9 0.1 -1.2 -0.498
N 1.249233 3.262151 0.046489 0.5 1.3 0.5 0.753
O 0.947003 4.446811 -0.099341 -1.4 1.1 -0.5 -0.573
O 2.366613 2.961141 0.250049 5.9 -0.3 0.9 -0.495
O 0.475293 2.335461 0.036959 -4.9 -1.3 -0.5 -0.630
N -4.042067 2.299611 2.295719 -3.1 0.7 12.7 0.746
O -4.929797 1.494741 2.447209 -2.6 -5.1 0.9 -0.638
O -3.668627 2.950971 3.372359 1.1 -1.0 1.2 -0.722
O -3.905767 2.823121 1.354629 3.7 5.7 -14.4 -0.384
N -2.172647 3.624681 -2.917971 -0.6 -4.1 0.5 0.712
O -2.535857 3.678641 -1.753021 0.7 0.8 1.4 -0.506
O -1.434807 2.771481 -3.389581 3.3 -1.4 1.1 -0.533
O -2.790827 4.182581 -3.781161 -3.7 5.4 -3.7 -0.671
N -0.760787 -2.643939 1.557869 -2.7 5.1 3.5 0.769
O -1.028887 -1.488239 1.466539 -1.9 4.6 0.4 -0.506
O -0.057787 -3.041049 0.734589 6.3 -5.9 -7.1 -0.672
O -1.083277 -3.249309 2.501299 -1.9 -4.3 4.1 -0.486
N 2.309143 -0.144109 -1.953191 0.8 -2.1 -1.0 0.755
O 3.174593 0.516631 -1.610441 6.9 6.4 2.9 -0.488
O 2.589653 -0.954559 -2.810131 -0.9 -4.3 -4.0 -0.657
O 1.262593 -0.065019 -1.426591 -6.8 -0.9 2.2 -0.571
N -0.401747 -2.301879 -3.963091 -1.6 5.9 -1.4 0.744
O -0.491687 -1.111919 -4.223241 0.8 -0.1 -0.2 -0.371
O -0.486857 -2.614699 -2.796271 0.0 -1.6 6.0 -0.697
O -0.481707 -3.138069 -4.778981 0.6 -4.9 -4.6 -0.552
N -0.238227 1.144811 4.279929 0.8 0.1 2.3 0.704
O -0.407857 1.012801 3.043109 0.0 0.1 0.9 -0.574
O 0.952823 1.009831 4.810949 -2.8 0.4 -1.4 -0.562
O -1.237237 1.418451 5.049689 2.1 -0.7 -1.7 -0.536
N 3.470533 -0.167339 2.138069 0.2 -2.8 2.8 0.728
O 2.518113 -0.499009 1.435729 -1.9 0.4 -0.7 -0.564
O 3.451113 -0.500409 3.407229 0.2 1.1 -1.8 -0.623
O 4.492663 0.229581 1.622399 1.4 1.2 -0.2 -0.511

---

6.
21
Properties=species:S:1:pos:R:3:forces:R:3:nbo_charge:R:1 method="wB97M-V/def2-TZVPD" multiplicity=1 fmax_ev_per_a=0.49 total_charge=0 lumo_ev=0.90 gap_ev=9.76
H -3.862564 -2.690627 2.984827 0.0 0.0 -0.1 0.337
N -3.709160 -1.921003 2.337806 0.0 0.0 0.2 -0.712
C -2.527089 -1.471993 2.473139 0.0 0.1 0.0 0.282
N -2.093448 -0.355068 1.804779 0.0 0.0 0.0 -0.619
C -0.730405 -0.328930 1.282729 -0.4 0.1 0.0 -0.410
H -1.779724 -1.896250 3.152959 0.0 0.0 -0.1 0.140
H -2.814243 0.010047 1.197455 0.1 -0.1 -0.1 0.387
H -0.576065 0.590742 0.727857 0.0 0.1 0.1 0.214
H -0.027360 -0.361387 2.114565 0.1 -0.1 -0.1 0.194
H -0.548720 -1.143202 0.580899 0.2 -0.1 0.1 0.187
C 1.701823 -1.081881 -1.719844 -0.2 -0.1 -0.1 -0.060
N 1.098040 -0.006917 -1.466189 0.4 0.2 0.2 -0.391
C 1.934320 1.175922 -1.241332 -0.4 0.0 -0.3 -0.249
C 1.414361 2.347189 -2.061453 -0.5 -0.2 0.0 -0.609
H 2.789549 -1.151596 -1.824333 0.0 0.0 0.0 0.140
H 1.121780 -1.992793 -1.848285 0.0 0.0 -0.1 0.173
H 1.853157 1.402082 -0.176378 0.2 0.1 0.0 0.198
H 2.980619 0.982125 -1.504245 0.1 -0.1 0.2 0.166
H 1.957411 3.266328 -1.854811 0.2 0.0 -0.1 0.212
H 1.456949 2.099239 -3.122570 0.2 0.2 0.0 0.208
H 0.360765 2.527969 -1.837575 0.0 0.0 0.1 0.213

---

7.
19
Properties=species:S:1:pos:R:3:forces:R:3:nbo_charge:R:1 method="wB97M-V/def2-TZVPD" multiplicity=1 fmax_ev_per_a=1.93 total_charge=-2 lumo_ev=5.99 gap_ev=5.99
C 0.113187 -0.259154 0.424261 -0.6 0.9 0.0 -0.082
O 0.554800 -0.227645 -0.922333 0.1 0.0 0.8 -0.843
C -0.998633 0.828923 0.620273 0.7 -1.8 0.0 -0.064
C -1.486482 0.840500 2.079559 -0.2 0.1 -0.8 -0.525
S -0.285335 1.425392 3.315428 -0.1 0.0 0.2 -0.749
N -0.577247 2.109094 0.091668 -0.2 0.3 0.2 -0.882
H -0.353456 -1.238552 0.624353 0.2 0.0 0.3 0.121
H 0.867121 -0.010327 1.181264 0.4 -0.4 -0.3 0.180
H -1.789683 0.371609 0.015726 -0.6 0.6 -0.2 0.139
H -1.876419 -0.176939 2.230384 0.3 -0.1 0.4 0.166
H -2.389040 1.449656 2.090421 -0.1 0.4 0.1 0.168
H -0.068564 2.578225 0.841197 0.0 -0.1 0.0 0.369
H 0.082744 1.887495 -0.647294 0.1 0.1 0.0 0.370
H 2.867640 -0.874009 -2.338691 0.0 0.0 0.2 0.410
H 1.462090 -0.745809 -1.009812 0.0 0.4 -0.4 0.516
O 2.704764 -1.390687 -1.537879 -0.1 -0.3 -0.3 -1.252
H 1.166073 -2.211558 -2.334712 0.2 0.0 -0.1 0.511
H -0.257834 -1.906415 -2.058560 0.1 0.2 -0.1 0.478
O 0.264274 -2.449799 -2.665252 0.0 -0.2 0.1 -1.033

---

8.
13
Properties=species:S:1:pos:R:3:forces:R:3:nbo_charge:R:1 method="wB97M-V/def2-TZVPD" multiplicity=1 fmax_ev_per_a=4.99 total_charge=0 lumo_ev=-0.04 gap_ev=10.52
C -0.386141 0.674024 -0.021110 1.4 -0.2 1.5 0.466
C 1.732035 -0.836584 0.380274 -1.2 -4.8 0.7 -0.642
C 0.991673 0.433316 0.550640 -1.2 1.7 0.2 -0.512
O -2.902060 -0.995076 -0.343582 0.2 -1.4 0.7 -0.881
O -2.411255 0.694564 -1.994242 -0.2 0.1 0.3 -0.894
O -1.272278 1.183326 0.623764 -0.2 -0.2 0.2 -0.550
S -3.030365 0.358797 -0.731794 -0.9 1.4 -1.3 1.702
H -0.487248 0.584670 -1.072351 -0.3 -0.6 -1.5 0.149
H 2.556653 -1.076743 1.115699 -0.6 1.0 -1.2 0.242
H 1.922833 -1.251179 -0.634734 0.5 1.2 0.4 0.233
H 1.018438 -1.715694 0.651109 0.7 1.4 0.1 0.215
H 1.412417 1.181639 -0.138942 0.9 0.6 0.8 0.232
H 0.855298 0.764941 1.615269 0.8 -0.1 -1.0 0.239